Here is an isolated molecule of C18H19NO6 from OMol25. Energies are from wB97M-V/def2-TZVPD.

Structure (XYZ):
```
44
Properties=species:S:1:pos:R:3:lowdin_charge:R:1
C 3.630 0.580 -3.488 -0.080
C 3.705 -0.001 -2.073 -0.192
C 2.654 -1.051 -1.878 -0.162
C 2.955 -2.364 -1.995 0.068
C 1.974 -3.419 -1.855 -0.442
O 2.194 -4.600 -1.959 0.114
O 0.686 -3.027 -1.579 0.131
C 0.350 -1.727 -1.453 -0.172
C -0.978 -1.454 -1.153 0.088
C -1.407 -0.142 -1.003 -0.255
O -2.720 0.015 -0.666 -0.044
C -3.170 1.293 -0.280 -0.077
C -2.351 1.930 0.839 -0.426
O -2.066 3.128 0.791 0.037
N -1.938 1.147 1.833 0.025
C -2.302 -0.230 2.111 -0.115
C -2.309 -0.279 3.636 -0.137
C -1.129 0.618 4.004 -0.111
C -1.107 1.689 2.913 -0.150
C 0.326 1.954 2.384 -0.484
O 1.261 1.271 2.692 0.119
O 0.432 2.985 1.566 0.120
C -0.496 0.903 -1.178 0.003
C 0.823 0.626 -1.460 0.011
C 1.285 -0.686 -1.599 -0.097
H 3.795 -0.204 -4.223 0.080
H 4.392 1.344 -3.618 0.074
H 2.655 1.024 -3.676 0.070
H 4.688 -0.450 -1.926 0.115
H 3.582 0.794 -1.337 0.113
H 3.960 -2.697 -2.203 0.129
H -1.676 -2.266 -1.033 0.139
H -4.204 1.149 0.051 0.145
H -3.173 1.994 -1.124 0.144
H -1.538 -0.902 1.707 0.135
H -3.265 -0.480 1.669 0.131
H -3.241 0.139 4.018 0.117
H -2.197 -1.292 4.014 0.116
H -0.192 0.061 3.959 0.117
H -1.226 1.053 4.996 0.121
H -1.535 2.645 3.240 0.166
H -0.455 3.350 1.307 0.083
H -0.803 1.932 -1.099 0.113
H 1.508 1.450 -1.567 0.118
```

Its SMILES is CCc1cc(=O)oc2cc(OCC(=O)N3CCC[C@H]3C(=O)O)ccc12. The HOMO-LUMO gap is 8.7459 eV. As for the multiplicity: 1. As for the total energy: -1203.5667 Ha. The calculation puts the molar mass at 345.4 g mol⁻¹. Its energy relative to the best compared isomer or geometry (same formula, charge and spin) is 0.0 kJ/mol. The value obtained for the largest force on an atom is 0.92 eV/A.


Here is a structure of composition C29H50F2HfN3O11S2 at a distorted geometry from OMol25. Energies are from wB97M-V/def2-TZVPD.

Structure (XYZ):
```
98
Properties=species:S:1:pos:R:3:mulliken_spin:R:1
Hf 0.204 0.346 0.613 -0.015
C -0.050 -1.926 -4.399 0.019
C -0.308 -0.475 -4.038 -0.022
C -0.787 0.312 -5.275 0.019
C -2.297 0.140 -5.629 -0.016
C -3.034 0.740 -4.427 0.025
C -2.749 -0.091 -3.087 -0.055
N -1.296 -0.212 -2.857 0.621
O -0.907 -0.587 -1.533 0.391
C -3.560 -1.518 -3.221 0.047
C -3.484 0.722 -1.996 -0.004
C 0.971 0.334 -3.677 0.004
H -0.854 -2.609 -4.125 0.000
H 0.769 -2.291 -3.780 -0.001
H 0.122 -2.150 -5.452 0.000
H -0.258 -0.074 -6.147 -0.001
H -0.843 1.400 -5.242 -0.005
H -2.620 -0.869 -5.885 0.000
H -2.682 0.778 -6.424 0.000
H -4.073 0.717 -4.754 -0.002
H -2.701 1.768 -4.284 -0.007
H -3.547 -2.075 -2.284 0.001
H -3.077 -2.196 -3.925 0.004
H -4.647 -1.505 -3.297 0.001
H -3.732 0.093 -1.141 -0.001
H -4.412 1.190 -2.322 -0.001
H -2.881 1.498 -1.524 0.012
H 1.501 -0.012 -2.789 -0.002
H 0.788 1.380 -3.432 -0.001
H 1.644 0.320 -4.534 0.001
F 1.574 1.642 -0.675 0.001
F -1.883 0.268 1.679 0.000
C 1.601 3.873 3.421 0.001
C 1.636 2.708 2.800 0.000
C 2.971 1.974 2.459 -0.001
O 3.010 0.812 1.942 0.001
C 4.193 2.386 2.969 0.000
C 4.275 3.707 3.761 0.000
C 2.819 4.578 3.672 0.000
O 2.902 5.708 3.979 0.000
O 5.191 4.503 4.127 0.000
O 0.499 2.214 2.615 0.003
H 0.664 4.353 3.665 0.000
H 5.067 1.815 2.691 0.000
C 3.429 -2.920 0.636 0.000
C 3.052 -1.756 -0.287 0.000
O 1.976 -1.200 -0.086 -0.001
N 4.100 -1.283 -1.021 0.000
C 4.222 -0.243 -1.964 0.000
H 3.002 -3.820 0.194 0.000
H 3.240 -2.511 1.629 0.000
H 4.476 -3.211 0.559 0.000
H 4.885 -1.916 -1.083 0.000
H 3.910 -0.813 -2.839 0.000
H 5.164 0.279 -2.131 0.000
H 3.368 0.391 -1.725 0.000
C -1.906 4.122 1.278 0.000
C -1.324 3.545 0.056 -0.001
O -1.082 2.357 0.007 0.000
N -1.015 4.401 -0.960 0.000
C -0.409 4.060 -2.179 -0.004
H -2.636 4.845 0.914 0.000
H -1.301 4.725 1.956 0.000
H -2.463 3.375 1.844 0.000
H -1.207 5.392 -0.948 0.000
H -0.947 4.398 -3.064 0.000
H -0.239 2.985 -2.116 -0.004
H 0.474 4.680 -2.333 0.000
C -3.295 -4.305 1.267 0.000
C -3.329 -3.710 -0.156 0.001
C -1.870 -3.729 -0.636 0.010
S -0.816 -3.475 0.923 0.000
O -0.308 -2.129 0.902 -0.011
O 0.080 -4.565 1.003 0.000
C -2.167 -3.643 2.060 0.000
H -3.099 -5.359 1.068 0.000
H -4.282 -4.156 1.706 0.000
H -3.716 -2.691 -0.139 -0.001
H -4.029 -4.270 -0.775 0.000
H -1.403 -3.065 -1.364 -0.004
H -1.624 -4.699 -1.066 0.001
H -2.720 -2.717 2.215 0.000
H -1.836 -4.072 3.006 0.000
C 0.927 0.601 5.685 0.000
C 2.371 0.022 5.555 0.000
C 2.331 -1.208 4.714 0.000
S 0.668 -1.341 3.921 0.001
O -0.013 -2.662 3.871 0.000
O 0.779 -0.587 2.694 -0.005
C -0.209 -0.334 5.231 0.000
H 0.761 1.585 5.245 0.000
H 0.895 0.670 6.773 0.000
H 2.727 -0.088 6.580 0.000
H 3.063 0.739 5.113 0.000
H 2.246 -2.152 5.253 0.000
H 2.972 -1.192 3.833 0.000
H -0.401 -1.010 6.064 0.000
H -1.193 -0.026 4.878 0.000
```

The HOMO-LUMO gap (alpha / beta) is 5.5758 / 3.4700 eV. As for the multiplicity: 2. The expectation value of S² is 0.76. As for the total energy: -3170.8788 Ha. The calculation puts the molar mass at 897.3 g mol⁻¹. The value obtained for the largest force on an atom is 5.94 eV/A.